# C32H51N4OP2SV

C32H51N4OP2SV as an isolated structure (ωB97M-V with the def2-TZVPD basis set, OMol25).

CARTESIAN COORDINATES (ANGSTROEM)
C 0.1114 1.2422 2.5442
C -1.7359 1.2992 1.0084
C -0.5055 2.1416 3.3786
C -2.3125 2.3316 1.8196
C -1.7084 2.7280 2.9967
H -0.0373 2.3652 4.3193
H -3.2289 2.8125 1.4483
H -2.2009 3.4593 3.6258
N -0.4739 0.8308 1.4050
P 2.3119 0.0772 1.3337
P -2.1582 -0.9279 -0.6120
C 1.4855 0.6697 2.8391
H 2.1158 1.4373 3.3317
H 1.4171 -0.1487 3.5950
C -2.2760 0.8114 -0.1843
H -3.1077 1.4097 -0.6703
C -2.5489 -1.1167 -2.4921
C -3.6086 -1.5384 0.4431
C 3.1031 1.6467 0.6165
C 3.6204 -1.1304 1.9793
C -1.2626 -1.3644 -3.2715
H -0.7089 -2.2506 -2.9138
H -1.5284 -1.5242 -4.3364
H -0.5717 -0.5095 -3.2497
C -3.4573 -2.3338 -2.7254
H -3.0111 -3.2565 -2.3331
H -4.4623 -2.2106 -2.3041
H -3.5766 -2.4644 -3.8129
C -3.1957 0.1433 -3.0392
H -3.4198 -0.0324 -4.1123
H -4.1551 0.4035 -2.5629
H -2.5147 1.0090 -2.9657
C -3.5938 -3.0746 0.4237
H -2.5727 -3.4721 0.5229
H -4.1725 -3.4365 1.2850
H -4.0404 -3.4928 -0.4848
C -3.4614 -1.0665 1.8702
H -2.5259 -1.4034 2.3515
H -3.5134 0.0253 1.9636
H -4.3152 -1.4629 2.4571
C -4.9238 -0.9416 -0.1201
H -4.7889 -0.0596 -0.7499
H -5.5068 -1.6779 -0.6819
H -5.5332 -0.6120 0.7245
C 4.4883 -1.5774 0.7997
H 5.0767 -2.4681 1.0943
H 3.8811 -1.8557 -0.0834
H 5.2108 -0.8030 0.4988
C 2.8844 -2.3587 2.5527
H 2.2160 -2.0999 3.3837
H 2.3129 -2.8944 1.7826
H 3.6431 -3.0538 2.9470
C 4.4875 -0.5337 3.0821
H 4.9974 -1.3629 3.6125
H 5.2827 0.1210 2.6975
H 3.9073 0.0250 3.8406
C 2.0769 2.7446 0.4105
H 2.6058 3.6857 0.1295
H 1.3825 2.5369 -0.4263
H 1.4635 2.9627 1.3060
C 3.7173 1.3001 -0.7507
H 2.9640 0.8798 -1.4364
H 4.1067 2.2305 -1.2001
H 4.5557 0.5906 -0.6851
C 4.1880 2.2254 1.5467
H 3.8184 2.3893 2.5681
H 5.1009 1.6153 1.5779
H 4.4790 3.2085 1.1464
V 0.3332 -0.7137 0.1360
C -0.0493 -1.8848 1.5039
O -0.3268 -2.5308 2.4145
N 0.4954 0.6512 -1.4362
C -0.3618 1.4104 -1.6753
C -0.7223 2.6636 -2.2677
C 0.1130 2.9636 -3.3581
C -1.7236 3.5989 -1.8721
C -0.0404 4.1308 -4.0745
H 0.8718 2.2108 -3.5989
C -1.8389 4.7794 -2.6117
H -2.3629 3.4090 -0.9960
C -1.0199 5.0493 -3.7111
H 0.6311 4.2818 -4.9227
H -2.5971 5.5235 -2.3307
H -1.1270 5.9618 -4.2806
N 2.8362 -4.5008 -0.3068
C 1.6155 -3.8538 -0.4192
N 0.6098 -4.5355 0.1458
S 1.4844 -2.3511 -1.2052
H 2.9106 -5.4534 -0.0053
H 3.6224 -4.1177 -0.9057
H -0.3631 -4.1116 0.1379
H 0.7128 -5.4232 0.5842

Computed properties:
Expectation value of S²: 3.77
E_HOMO (spin up / spin down), eV: -9.085 / -9.124
Molecular weight, g/mol: 652.7
Frontier orbital gap (spin up / spin down), eV: 6.94 / 6.16
Max |F|, eV/Å: 4.42
Spin multiplicity: 4
Net charge: +1

---

# C2H3MnO2

C2H3MnO2 as an isolated structure (ωB97M-V with the def2-TZVPD basis set, OMol25).

CARTESIAN COORDINATES (ANGSTROEM)
O -1.2742 2.6214 2.2666
C -1.0252 -0.4817 0.5804
O -0.2036 -1.1972 0.0240
C 0.8924 -0.6826 -0.8320
H 0.7054 -1.0878 -1.8288
H 0.8592 0.4109 -0.8139
H 1.8111 -1.0792 -0.3952
Mn -1.7652 1.4962 0.9989

Computed properties:
Expectation value of S²: 12.05
E_HOMO (spin up / spin down), eV: -7.314 / -8.219
Molecular weight, g/mol: 114.0
Frontier orbital gap (spin up / spin down), eV: 6.50 / 6.91
Max |F|, eV/Å: 3.25
Spin multiplicity: 7

---

# C7H21NO3P2

A 2-piece molecular cluster, C7H21NO3P2 overall (ωB97M-V with the def2-TZVPD basis set, OMol25).

CARTESIAN COORDINATES (ANGSTROEM)
C 1.7029 0.6193 -1.3045
P 1.7118 2.4931 -1.1777
O 2.3948 2.8609 0.3456
P -0.4798 2.9384 -1.0924
C -2.3658 3.1838 -1.1267
C -3.1498 1.9582 -0.5250
C -2.7633 0.6028 -1.1832
O -2.5696 -0.3756 -0.1454
H 0.7216 0.3301 -1.7227
H 2.5245 0.2258 -1.9020
H 1.7196 0.1908 -0.2887
H 1.6744 2.7667 0.9739
H -0.2352 4.2129 -0.4961
H -0.6304 1.8245 -0.1661
H -0.4836 2.8101 -2.5291
H -2.6705 4.0495 -0.5114
H -2.7144 3.3869 -2.1517
H -2.9564 1.9731 0.5497
H -4.2037 2.1513 -0.7580
H -1.8162 0.6408 -1.7384
H -3.5667 0.1811 -1.7881
H -1.7922 -0.1385 0.3568
C 1.8622 -4.2288 0.3527
N 1.1998 -2.9766 0.6648
C 1.1905 -2.2985 1.8422
C 1.9540 -2.8886 2.9992
O 0.5758 -1.2457 1.9381
H 2.5644 -4.0669 -0.4673
H 1.1153 -4.9585 0.0347
H 2.4003 -4.6214 1.2088
H 0.6684 -2.5226 -0.0610
H 1.8504 -2.2356 3.8608
H 1.5539 -3.8703 3.2565
H 3.0131 -2.9725 2.7516

Computed properties:
E_HOMO, eV: -7.471
Molecular weight, g/mol: 229.2
Frontier orbital gap, eV: 8.15
Max |F|, eV/Å: 2.23

---

# C2N2O2P

An isolated ion of composition C2N2O2P and charge -1 (ωB97M-V with the def2-TZVPD basis set, OMol25).

CARTESIAN COORDINATES (ANGSTROEM)
N 1.8953 1.7170 -0.2243
C 1.1193 0.8764 -0.1556
P 0.1409 -0.6103 0.1195
O 0.6729 -1.7683 -0.8925
O 0.1474 -0.9362 1.5602
C -1.4685 0.1187 -0.2252
N -2.5073 0.6026 -0.1820

Computed properties:
E_HOMO, eV: -6.014
Molecular weight, g/mol: 115.0
Frontier orbital gap, eV: 10.33
Max |F|, eV/Å: 6.67
Net charge: -1

---

> Look up the max |F| of the second one.

3.25 eV/Å

---

> Which formula does entry 2 have?

C2H3MnO2

---

> What is the formula in the fourth record?

C2N2O2P

---

> Number 4 is which compound?

C2N2O2P